Below is a structure of composition C4H4O2 in a non-equilibrium geometry, with properties calculated with ωB97M-V/def2-TZVPD.

Structure (XYZ):
```
10
C4H4O2 ωB97M-V/def2-TZVPD
O 0.125 1.270 1.089
O -1.252 -1.566 -0.696
C -0.752 -0.477 -0.498
C -0.659 0.033 0.907
C 0.381 0.167 -1.167
C 0.779 0.120 0.749
H -1.364 -0.252 1.673
H 1.662 -0.261 1.257
H 0.624 -0.278 -2.157
H 0.442 1.246 -1.192
```

Output
frontier orbital gap = 10.4 eV

Below is an isolated molecule of C7H14, with properties calculated with ωB97M-V/def2-TZVPD.

Structure (XYZ):
```
21
C7H14 ωB97M-V/def2-TZVPD
C 1.109 -2.298 -0.073
C 0.336 -1.448 -1.004
C -1.379 -0.129 1.056
C -1.018 0.410 -0.332
C 1.528 0.599 0.148
C -1.244 1.921 -0.396
C 0.438 0.025 -0.768
H 2.522 0.269 -0.177
H 1.526 1.694 0.122
H 1.408 0.294 1.193
H 1.423 -1.894 0.901
H -2.300 2.150 -0.211
H -1.683 -0.066 -1.061
H -1.267 -1.218 1.117
H -0.754 0.319 1.837
H -0.980 2.323 -1.381
H 2.030 -2.451 -0.669
H 0.673 -3.296 0.040
H -0.654 2.453 0.360
H 0.546 0.481 -1.765
H -2.422 0.108 1.295
```

Output
frontier orbital gap = 8.5 eV

- Number 2 is which compound?
  C7H14